9
Properties=species:S:1:pos:R:3:forces:R:3 method="wB97M-V/def2-TZVPD" homo_lumo_gap_ev=7.15 e_tot_ha=-592.60743 charge=+1
Bi -0.87631 0.06415 -0.49381 -5.5315 1.4565 -0.4986
O -1.19249 -0.93458 1.19828 -0.7228 -1.9505 0.2640
O -0.12908 -0.24441 3.05811 -1.0456 0.6861 -3.7283
O 0.12271 0.82794 1.09245 0.8342 1.3194 -1.2740
O 0.57246 0.06176 -1.92419 3.8583 -0.3396 -1.7954
C -0.41061 -0.11197 1.86274 2.1455 -1.2964 7.7746
C 1.73484 0.47104 -1.90273 0.7507 0.4811 -1.5384
H 1.95110 1.53626 -1.71461 -0.0590 -0.3002 0.4155
H 2.56019 -0.16192 -2.26935 -0.2297 -0.0565 0.3807

6
Properties=species:S:1:pos:R:3:forces:R:3 method="wB97M-V/def2-TZVPD" homo_lumo_gap_ev=10.61 smiles=C#CBr.Br e_tot_ha=-5225.32763
Br 1.11154 -0.15751 -1.76812 0.4231 0.0354 -1.1540
Br -1.89984 2.23788 -0.62426 0.8482 -1.8647 0.3383
C 0.97252 -0.78531 -0.12334 -0.2711 1.1666 -0.6640
C 0.61730 -0.76437 1.02232 0.0157 -1.9886 1.4528
H -1.26193 0.87575 -0.37818 -0.8615 1.8664 -0.2735
H 0.46040 -1.40643 1.87157 -0.1544 0.7849 0.3004

10
Properties=species:S:1:pos:R:3:forces:R:3 method="wB97M-V/def2-TZVPD" homo_lumo_gap_ev="6.45 / 6.45" e_tot_ha=-5530.33479
Br -3.93530 -1.75740 -0.28235 0.0041 -0.8842 0.2246
Br -3.87982 1.42331 -0.12708 -0.5645 0.6777 -0.8529
F -3.86534 -0.22131 1.92159 -1.5806 -1.1275 3.1786
O -1.18190 -1.55062 -1.04013 0.1104 0.6661 0.6774
O -2.02426 -0.13631 0.95247 6.2283 -0.7302 0.5314
N -0.77470 -0.68894 -0.34985 -0.3788 -1.3805 -1.4181
C -3.19027 -0.42754 0.86730 -3.1074 2.1442 -3.4760
C 0.26358 0.02641 -0.20966 0.7827 -0.1296 -0.0583
H 1.15959 -0.22857 -0.90709 -1.8808 0.6177 1.4517
H 0.19934 0.72579 0.61268 0.3866 0.1462 -0.2584

9
Properties=species:S:1:pos:R:3:forces:R:3 method="wB97M-V/def2-TZVPD" homo_lumo_gap_ev=7.96 e_tot_ha=-8657.72778
Br -1.96498 0.49195 1.28526 -0.7251 0.3285 -0.2430
Br 0.17112 2.27749 -0.16829 -0.3691 0.3257 -0.3620
Br -0.72981 -2.38129 -0.35616 -0.3395 -0.6734 0.0235
Cl 2.79461 0.39002 0.95005 -0.1360 -0.3599 -0.0235
S 1.09490 -0.69233 1.31462 0.6816 -0.2382 -0.2741
C -1.02598 0.83919 -0.29702 2.0182 -3.3791 -0.6219
C 0.34959 -0.87767 -0.25824 -2.5227 2.8099 1.6300
H -1.43353 0.55091 -1.29869 -0.1303 0.8980 1.2354
H 0.74407 -0.59827 -1.17152 1.5229 0.2886 -1.3645

8
Properties=species:S:1:pos:R:3:forces:R:3 method="wB97M-V/def2-TZVPD" homo_lumo_gap_ev="6.71 / 6.61" e_tot_ha=-7899.18801
Br 0.18305 -2.50243 0.82445 0.1374 0.5622 0.1400
Br -2.44311 1.71420 0.38521 -0.3458 0.0139 0.0428
Br 2.96040 1.27414 0.43896 -0.1215 -0.0834 -0.0388
F -0.31687 -1.50095 -1.53715 0.4371 0.5851 0.2037
C -0.03496 0.27716 -0.04441 -0.2351 -0.2802 1.4855
C -0.02149 -1.02799 -0.31856 -0.7552 -0.2681 -0.4566
H -0.26263 1.06536 -0.70174 0.1372 0.2726 -1.6716
H -0.06438 0.70052 0.95323 0.7458 -0.8021 0.2950

8
Properties=species:S:1:pos:R:3:forces:R:3 method="wB97M-V/def2-TZVPD" homo_lumo_gap_ev="8.08 / 8.72" multiplicity=3 s2=2.012 e_tot_ha=-8096.99271
I 1.05483 2.57700 0.71087 0.2018 0.2592 -0.3142
Br -0.58633 0.96746 -1.84611 -0.2597 0.6798 0.4448
Br 0.62363 -2.07833 -1.52712 0.0574 -0.6355 -0.0065
Br 1.48429 -1.22625 1.45436 -0.7163 -0.3382 -0.6392
C 0.13489 -1.68222 0.19043 1.3701 0.4547 0.7927
C -0.62454 1.80970 -0.18493 0.5495 0.1508 0.1133
H -0.84019 -1.81048 0.59715 -0.4924 -0.1770 -0.1220
H -1.24658 1.44313 0.60535 -0.7103 -0.3937 -0.2690

10
Properties=species:S:1:pos:R:3:forces:R:3 method="wB97M-V/def2-TZVPD" homo_lumo_gap_ev="7.40 / 7.40" smiles="C=P(Br)(Br)Br.O=C=O" e_tot_ha=-8291.26270
Br -2.16619 2.61205 -0.88045 0.0565 0.0084 0.1134
Br -2.93951 0.59336 1.81590 0.6364 0.1658 -0.3736
Br -1.72912 -0.78105 -1.07385 -0.0069 -0.0168 0.1660
P -1.31213 0.93349 0.22916 2.2022 0.0063 -0.6310
O 1.98658 -2.38061 -1.30860 0.4957 -0.0938 -1.5183
O 1.31129 -2.33861 0.87995 -0.4346 0.0157 1.4549
C 1.65061 -2.36541 -0.21535 -0.0943 0.1020 0.0262
C 0.83528 1.14710 -0.15188 -3.0156 -0.1799 0.2867
H 1.05482 2.15877 0.19704 0.0389 0.1345 0.2167
H 1.30838 0.42091 0.50809 0.1217 -0.1422 0.2589

9
Properties=species:S:1:pos:R:3:forces:R:3 method="wB97M-V/def2-TZVPD" homo_lumo_gap_ev="7.06 / 7.28" multiplicity=3 s2=2.006 e_tot_ha=-10771.51918
Br -0.49670 -0.65845 3.11285 -0.3317 0.3180 -0.3764
Br -0.43581 -2.72990 -2.54025 0.2755 0.6867 0.0335
Br 1.33367 0.75899 0.88921 -0.7328 -0.1341 0.4443
Br -0.44655 2.56201 2.79334 -0.0675 -0.3016 0.2427
S -0.36725 0.32657 -2.78500 -1.3060 1.9079 -0.4669
C 0.43345 -1.02628 -2.45452 2.2695 -2.4842 0.8661
C -0.39049 0.82751 1.91981 1.6424 1.0003 -0.3973
H -1.11883 0.96211 1.14067 -0.4902 -0.8839 0.0546
H 1.48850 -1.02256 -2.07611 -1.2593 -0.1092 -0.4006

8
Properties=species:S:1:pos:R:3:forces:R:3 method="wB97M-V/def2-TZVPD" homo_lumo_gap_ev=11.02 smiles=ClCC(Cl)(Cl)Br e_tot_ha=-4031.98036
Br 1.92216 1.62330 1.10435 -0.1995 -0.2230 0.0347
Cl -0.42359 -2.10416 0.13676 0.2828 0.8359 -0.0002
Cl 2.67122 -1.29137 0.57242 -0.9752 0.7582 0.3010
Cl 0.89237 -0.68926 2.85866 0.3135 0.3046 -0.7771
C 1.30021 -0.21997 1.15192 0.8334 -0.6270 1.5852
C 0.09277 -0.34147 0.28497 -1.4514 -0.7122 -1.2339
H 0.50026 -0.04489 -0.72267 -1.2193 -0.0835 0.8111
H -0.90301 0.13597 0.66080 2.4157 -0.2530 -0.7208

7
Properties=species:S:1:pos:R:3:forces:R:3 method="wB97M-V/def2-TZVPD" homo_lumo_gap_ev="5.81 / 5.67" multiplicity=3 s2=2.012 e_tot_ha=-3186.63628
Br -1.80721 1.47802 -0.16173 -1.8303 1.9767 -0.6384
Cl -2.77450 -1.67234 0.36031 0.6850 0.0224 -0.4896
O -0.56197 -2.53737 -0.82527 -0.3292 0.7756 -0.5098
C -0.43289 0.02041 0.03832 -1.2665 -4.9450 2.1654
C -1.10976 -1.59706 -0.34294 1.0176 2.5043 2.2373
H 0.45518 0.08368 -0.45488 2.3095 0.1365 -1.9475
H -0.25441 0.09166 1.13425 -0.5862 -0.4705 -0.8174

9
Properties=species:S:1:pos:R:3:forces:R:3 method="wB97M-V/def2-TZVPD" homo_lumo_gap_ev=11.08 e_tot_ha=-3026.21266
Br 0.78250 -2.23813 0.04900 -0.4647 1.0772 0.3315
F -0.26190 1.75653 0.14606 0.2343 0.0420 0.5806
F 1.34118 0.90103 -0.92723 0.5291 -0.7822 0.5254
F 1.31683 0.77790 1.28114 0.7893 0.0073 0.1835
O -1.32536 -0.59144 -0.74486 -0.2982 0.2378 0.9290
C 0.61572 0.70811 0.18567 -2.5266 0.4278 -1.4369
C -0.31614 -0.53899 0.17849 -1.3036 -0.4377 2.8422
H -0.95766 -0.42402 1.50437 2.1332 -0.6536 -4.3001
H -1.19517 -0.35100 -1.67265 0.9072 0.0814 0.3448

6
Properties=species:S:1:pos:R:3:forces:R:3 method="wB97M-V/def2-TZVPD" homo_lumo_gap_ev="7.94 / 7.94" smiles="C=C(Br)I" e_tot_ha=-2949.02727
I -0.95903 1.61254 -2.06497 0.8236 -1.4837 2.0616
Br -1.53063 -1.47166 -0.44321 -0.3605 -0.5711 0.2416
C 0.70764 -0.00382 0.62471 -0.8826 -0.0637 0.1604
C -0.36449 -0.11072 -0.15005 0.8369 2.4171 -1.8827
H 1.42081 0.85641 0.72489 -0.9992 -1.0863 -0.3057
H 0.72570 -0.88274 1.30863 0.5818 0.7877 -0.2752